(1)
# C6H5F4N

2 unconnected molecules or ions with the total composition C6H5F4N (ωB97M-V/def2-TZVPD, the Open Molecules 2025 dataset).

ΔE to the lowest compared entry with this formula, charge and spin = 566.5 kJ/mol
Highest occupied orbital energy (spin up / spin down) = -7.5174 / -7.1460 eV

Each line ends with the natural charge from an NBO analysis.
Positions of all 16 atoms, in Å:
F1 1.559 -1.761 -1.158  -0.349
C1 -0.047 1.265 -0.031  -0.019
C2 -0.579 2.309 -1.019  -0.656
C3 -1.261 -2.171 0.221  0.187
H1 -2.892 -2.215 1.553  0.375
H2 -0.761 -2.832 -0.497  0.239
F2 2.601 0.027 -0.945  -0.351
H3 0.288 2.443 -1.632  0.245
N1 -1.949 -1.773 1.125  -0.612
C4 0.361 0.890 1.129  0.398
H4 -1.461 1.705 -1.325  0.245
F3 0.523 1.140 2.405  -0.274
F4 2.351 -1.274 0.766  -0.328
C5 1.681 -0.747 -0.275  0.908
C6 0.383 -0.169 0.091  -0.242
H5 -0.797 3.162 -0.406  0.232

---

(2)
# C4H9ClN2OS

A molecular structure, C4H9ClN2OS (ωB97M-V/def2-TZVPD, the Open Molecules 2025 dataset).

ΔE to the lowest compared entry with this formula, charge and spin = 262.2 kJ/mol
Highest occupied orbital energy = -7.5499 eV

Each line ends with the natural charge from an NBO analysis.
Positions of all 18 atoms, in Å:
H1 1.787 -0.512 0.443  0.228
H2 1.764 -2.093 0.866  0.212
N1 -0.499 0.345 0.269  -0.862
Cl1 -4.078 -0.722 -0.630  0.081
C1 1.336 -1.193 1.052  -0.788
N2 -2.420 -0.783 -0.385  -0.799
C2 -1.667 2.841 0.437  -0.260
H3 1.010 -1.817 -1.360  0.220
S1 -0.400 -1.262 0.544  1.117
H4 -2.375 3.504 0.753  0.193
C3 -1.757 0.570 -0.043  0.707
O1 -2.388 1.680 -0.048  -0.457
C4 -0.080 -1.952 -1.147  -0.750
H5 -0.834 -1.386 -1.659  0.284
H6 -0.281 -2.999 -1.137  0.230
H7 -1.229 3.356 -0.442  0.193
H8 1.626 -0.867 2.111  0.241
H9 -0.941 2.676 1.266  0.212

---

(3)
# C3H5Br2I

A molecular structure, C3H5Br2I (ωB97M-V/def2-TZVPD, the Open Molecules 2025 dataset).

Highest occupied orbital energy = -9.6388 eV

Each line ends with the natural charge from an NBO analysis.
Positions of all 11 atoms, in Å:
C1 0.258 -1.283 0.367  -0.661
H1 0.805 -1.759 1.037  0.226
Br1 0.580 0.882 -2.291  0.049
H2 0.534 -1.533 -0.667  0.224
C2 -0.398 0.940 -0.649  -0.410
H3 1.379 0.636 0.279  0.240
H4 -0.803 -1.488 0.382  0.227
C3 0.370 0.185 0.370  -0.229
I1 -0.306 0.876 2.443  -0.001
Br2 -2.263 0.564 -0.867  0.089
H5 -0.156 1.980 -0.402  0.245

---

(4)
# C93H109F11O9

20 unconnected molecules or ions with the total composition C93H109F11O9 (ωB97M-V/def2-TZVPD, the Open Molecules 2025 dataset).

Highest occupied orbital energy = -9.0611 eV

Each line ends with the Mulliken charge.
Positions of all 222 atoms, in Å:
C1 3.589 0.565 4.835  0.384
C2 -5.415 1.568 1.913  1.170
C3 3.929 0.276 6.297  0.620
H1 1.285 -0.683 1.735  -0.169
C4 8.418 2.324 4.056  -1.491
H2 2.210 2.379 -5.745  0.422
C5 -4.331 3.411 -1.839  -0.765
F1 9.488 5.482 -0.200  -0.353
C6 3.588 -1.174 6.802  -0.931
H3 2.615 -6.063 -4.348  0.584
O1 -3.440 1.304 5.736  -0.549
O2 6.953 0.801 2.866  -0.523
H4 -5.930 -5.206 -0.680  0.456
C7 -3.693 6.765 0.157  -1.032
H5 -7.166 2.562 2.681  0.327
H6 8.423 1.145 0.577  0.475
H7 1.920 -8.190 1.046  0.468
C8 -3.740 -3.029 0.705  -0.078
C9 -0.095 -5.511 -0.964  0.067
H8 -5.504 0.784 -2.519  0.435
C10 -4.270 -4.129 0.029  0.246
C11 -4.688 5.321 2.290  0.585
H9 -6.292 6.607 2.375  0.463
C12 4.852 -3.477 -4.497  -0.610
C13 2.724 4.877 3.045  -0.722
H10 -6.959 0.827 3.067  0.388
H11 3.098 4.412 5.095  0.383
C14 0.524 -6.606 -1.567  0.519
H12 -1.126 2.270 -5.403  0.474
C15 0.872 3.660 2.061  -0.727
H13 -2.386 -4.037 6.189  0.272
H14 -1.909 0.469 -7.101  0.562
C16 -1.467 1.406 -7.406  -0.876
C17 7.139 1.944 3.304  0.905
H15 2.282 -2.698 -6.232  0.436
H16 -3.574 0.731 2.885  0.031
H17 3.574 1.637 4.639  -0.507
H18 -5.560 7.882 0.416  0.410
C18 -1.894 -3.151 -3.475  -0.931
C19 -3.711 -3.205 4.793  -0.535
O3 -0.605 -3.088 -7.478  -0.631
H19 1.508 -5.019 -5.920  -0.001
H20 -2.680 -2.907 0.873  0.572
C20 2.452 1.184 -4.033  -0.615
H21 4.296 -4.334 1.259  0.229
H22 -3.301 0.686 8.315  0.372
H23 -4.442 -1.142 1.584  0.393
C21 1.244 -2.375 -6.148  -0.232
O4 4.399 1.129 7.056  -0.623
C22 -0.327 3.826 -8.377  -0.600
F2 -3.502 -5.095 -0.473  -0.318
C23 -5.058 -1.177 -5.261  -0.272
H24 -2.565 -2.828 -4.271  0.247
H25 -0.513 -2.140 2.781  -0.846
H26 1.971 4.347 -1.979  0.559
C24 6.803 2.402 -0.132  0.009
C25 -6.505 -2.178 -3.668  -0.224
H27 4.757 -5.337 -5.587  0.359
C26 0.384 -3.402 -6.816  0.410
F3 -6.508 -0.973 5.647  -0.328
H28 -6.008 2.136 3.916  0.301
H29 0.696 -3.226 2.102  0.330
H30 -3.208 -3.026 8.089  0.418
H31 -5.206 -2.164 3.700  0.470
H32 0.593 -5.369 -7.431  0.466
H33 -3.263 7.352 -0.641  0.472
H34 4.098 -1.339 7.751  0.383
H35 -0.437 -0.059 -4.040  -0.085
H36 3.977 -1.945 6.137  0.316
H37 -1.198 2.685 -2.903  0.721
H38 2.184 4.911 0.954  0.364
H39 -0.244 -5.277 -5.975  0.228
C27 8.975 3.194 0.211  -0.266
H40 -3.212 1.550 1.475  -0.408
H41 -0.864 1.761 -0.273  0.032
F4 0.964 2.928 5.671  -0.394
H42 -0.503 2.866 -10.326  0.377
C28 -5.609 -4.258 -0.273  -0.710
C29 2.509 -4.280 -3.304  -0.099
O5 -5.735 1.484 0.721  -0.618
C30 -3.463 4.949 1.741  -0.301
H43 2.674 0.261 -2.089  0.192
C31 0.624 3.074 3.336  0.311
H44 0.232 3.400 1.231  0.747
H45 10.024 3.141 0.462  0.408
C32 2.173 3.587 -3.964  -0.932
H46 6.115 1.570 -0.119  0.268
C33 -3.362 5.298 -2.907  0.195
F5 0.293 -6.820 -2.896  -0.359
H47 5.944 -3.988 0.809  0.395
H48 4.822 -0.370 0.298  -0.177
H49 -1.307 -3.982 -3.864  0.130
H50 -0.683 -3.854 3.142  0.571
C34 -5.396 6.339 1.836  -0.757
C35 -4.910 7.080 0.733  -0.262
C36 6.366 3.655 -0.473  -0.547
C37 -5.985 -2.101 0.721  -0.925
C38 -1.221 0.449 5.520  0.607
C39 -0.081 -5.459 0.397  -0.538
C40 4.111 -2.551 -3.731  0.366
C41 -1.065 -1.928 -3.025  0.896
C42 -3.318 -3.503 6.075  -0.660
C43 0.041 -3.061 2.958  0.149
H51 8.617 3.363 3.793  0.374
H52 9.207 1.578 3.957  0.325
C44 2.284 2.403 -4.668  -0.447
H53 -0.699 -4.700 0.854  0.232
H54 -2.243 0.658 -0.142  -0.420
F6 -3.933 0.920 -4.709  -0.106
H55 1.620 0.698 0.812  -0.065
H56 -0.916 0.215 -1.222  -0.629
C45 2.960 -2.982 -3.069  0.025
H57 -1.413 0.866 -9.492  0.405
C46 0.975 -0.181 0.818  0.345
C47 -6.302 -1.118 -2.820  -0.580
C48 1.186 -7.586 -0.837  -0.502
C49 -2.087 3.269 -2.714  -0.260
C50 -4.968 -2.088 7.096  -0.391
H58 -2.846 4.167 2.159  0.356
F7 2.642 2.350 -0.610  -0.041
H59 0.919 -2.099 -5.145  -0.317
H60 8.068 2.326 5.089  0.403
C51 -1.164 0.713 -0.285  0.973
C52 0.601 -4.818 -6.490  -0.893
C53 8.568 4.456 -0.125  0.086
C54 -6.529 -3.185 -0.024  -0.739
C55 2.182 3.490 -2.601  0.222
C56 1.334 -7.477 0.485  -0.734
H61 -6.003 -3.094 -5.554  0.417
C57 2.563 1.172 -2.660  0.545
H62 2.599 0.175 4.596  -0.024
C58 0.567 -6.477 1.112  -0.575
C59 -2.343 0.646 7.796  -1.382
H63 1.535 -4.578 -2.944  0.170
H64 -1.300 5.009 -3.572  0.518
H65 -5.157 2.923 -1.342  0.259
H66 -1.756 1.440 8.257  0.380
H67 5.223 2.675 2.485  -0.123
H68 -3.128 1.710 -1.609  0.271
H69 -1.471 0.401 4.460  -0.361
H70 -1.855 -0.819 -4.650  0.488
H71 1.617 -8.410 -1.386  0.436
H72 6.033 -1.404 -0.412  0.390
H73 2.553 0.233 -4.534  0.387
H74 6.320 -0.842 1.234  0.295
H75 -6.627 -1.314 1.088  0.397
H76 5.351 3.802 -0.810  0.461
F8 -5.041 4.729 3.483  -0.341
C60 -2.453 0.857 6.265  0.620
H77 -0.639 -4.770 -1.531  0.577
H78 4.503 -3.688 -0.355  0.146
C61 -5.903 -2.233 -4.909  -0.929
H79 -3.279 -3.719 3.947  0.505
O6 -1.148 -0.114 2.028  0.060
C62 2.431 4.276 4.256  0.012
H80 6.871 5.657 -0.691  0.405
F9 4.597 -1.281 -3.598  -0.329
H81 2.423 -2.316 -2.409  0.174
C63 -0.535 0.076 0.967  0.111
C64 -3.938 1.567 2.288  -0.233
C65 1.395 3.379 4.439  0.112
F10 -3.405 6.595 -3.323  -0.452
C66 -0.673 2.829 -9.260  -0.592
C67 1.979 4.546 1.950  -0.808
C68 8.111 2.120 0.233  -0.694
H82 6.473 3.919 2.741  0.495
C69 3.189 -5.177 -4.118  -0.598
C70 -1.318 -0.618 -3.724  -0.281
C71 -5.440 -1.809 5.793  0.428
H83 -6.796 -1.065 -1.862  0.437
H84 -1.854 0.096 -3.098  -0.239
C72 5.547 -1.150 0.530  -0.314
H85 -0.189 2.369 3.428  0.183
H86 -2.163 5.197 0.182  0.427
H87 -1.835 -0.262 8.120  0.300
C73 -2.180 4.588 -3.109  -0.952
H88 -4.532 -1.124 -6.202  0.444
H89 -7.567 -3.280 -0.306  0.560
C74 -1.089 2.413 -6.473  0.690
C75 2.444 2.360 -1.932  -0.756
O7 3.969 -2.101 2.080  -0.308
H90 -0.421 1.188 5.476  -0.113
C76 4.363 -4.769 -4.757  -0.446
H91 3.534 5.576 2.900  0.429
H92 5.614 3.222 4.103  0.483
H93 2.386 -4.435 4.851  0.407
C77 -3.151 2.713 -2.009  0.967
H94 -5.349 -1.467 7.893  0.405
C78 -4.802 -2.336 4.687  -0.235
C79 0.943 -2.892 4.226  0.503
H95 -2.478 -3.677 -2.719  0.091
C80 2.280 -3.593 4.167  -0.286
H96 -3.676 2.450 2.870  0.348
H97 1.258 -0.790 -0.040  -0.460
C81 -1.188 1.611 -8.743  -0.592
H98 2.034 4.493 -4.536  0.435
H99 2.510 -3.939 3.159  -0.060
C82 -3.833 -2.870 7.221  -0.398
H100 0.156 4.740 -8.691  0.431
C83 -5.532 -0.036 -3.222  0.132
C84 4.913 -3.669 0.655  -1.063
O8 -0.222 -2.046 -2.145  -0.111
C85 -3.028 5.658 0.635  0.066
H101 -0.858 -0.538 5.807  0.254
C86 -4.649 -2.030 1.005  0.142
H102 0.537 -6.328 2.181  0.433
C87 -6.458 1.792 2.985  -1.435
H103 -5.301 5.334 -2.080  0.408
H104 5.765 -3.181 -4.992  0.407
C88 -4.456 4.709 -2.330  -0.807
C89 4.833 -2.293 1.219  0.416
C90 -0.556 3.615 -6.977  0.016
F11 -0.156 4.590 -6.075  -0.272
H105 3.101 -2.953 4.489  -0.257
H106 1.055 -1.478 -6.737  0.474
C91 -4.834 -0.026 -4.451  -0.155
O9 0.659 -2.259 5.247  -0.546
C92 7.285 4.683 -0.474  -0.250
C93 6.044 2.994 3.127  -0.832
H107 -7.257 -2.862 -3.303  0.388
H108 4.379 0.192 4.183  0.273
H109 2.531 -1.385 6.965  0.154

---

Computed strongest force on any atom, in the same sequence as the records: 3.9 7.4 5.4 4.0 eV/Å.